(1)
19
Properties=species:S:1:pos:R:3:lowdin_charge:R:1 method="wB97M-V/def2-TZVPD" de_lowest_kcal_mol=204.76 charge=+1 orbital_gap_ev="7.813 / 7.813" e_tot_ev=-23121.7581
C -0.251 0.123 0.614 -0.03
C 1.662 2.161 -0.645 -0.33
C -1.082 -1.435 -1.153 0.02
C 0.814 -0.988 2.387 -0.02
N -1.578 2.252 -3.032 0.14
N -1.652 1.457 -2.163 -0.10
N -0.834 0.939 -1.410 -0.14
N -0.810 -0.099 -0.647 -0.16
O 0.188 -1.013 1.111 -0.12
S 1.084 1.798 -2.111 0.96
H 1.204 1.621 0.248 0.01
H 2.705 2.505 -0.702 0.04
H -1.537 -1.889 -0.248 0.11
H -0.184 -1.957 -1.239 0.08
H -1.726 -1.603 -1.988 0.10
H 0.265 -0.157 2.888 0.12
H 1.867 -0.977 2.219 0.09
H 0.647 -1.950 2.850 0.10
H -2.318 2.930 -3.213 0.12

=====

(2)
20
Properties=species:S:1:pos:R:3:lowdin_charge:R:1 method="wB97M-V/def2-TZVPD" de_lowest_kcal_mol=165.36 charge=0 orbital_gap_ev=7.365 e_tot_ev=-10401.2535
C 1.598 1.065 -0.584 -0.09
N 0.896 -0.232 -0.533 -0.21
C 1.437 -1.158 0.424 -0.11
C -1.433 -1.492 -0.200 -0.05
C -0.607 -0.221 -0.408 -0.32
C -0.971 0.828 0.648 -0.52
N -1.288 2.026 -0.131 0.13
O -0.888 0.273 1.841 0.01
H 2.480 1.052 -1.240 0.09
H 1.885 1.468 0.428 0.10
H 0.870 1.743 -1.010 0.06
H 2.477 -1.148 0.401 0.06
H 1.027 -2.149 0.071 0.10
H 1.084 -1.034 1.481 0.09
H -1.446 -1.909 0.816 0.09
H -1.145 -2.227 -0.929 0.08
H -2.458 -1.252 -0.395 0.07
H -0.966 0.154 -1.395 0.14
H -0.264 1.749 0.587 0.15
H -2.288 2.461 0.128 0.15